[1]
{
  "formula": "C28H19F3OSSbTl",
  "method": "wB97M-V/def2-TZVPD",
  "homo_ha": -0.4878,
  "charge": 2,
  "spin_multiplicity": 1,
  "elements": ["Tl", "F", "C", "C", "C", "C", "C", "C", "Sb", "C", "C", "C", "C", "F", "C", "C", "C", "C", "C", "C", "F", "C", "C", "H", "H", "H", "H", "H", "H", "H", "H", "H", "H", "H", "H", "C", "C", "O", "S", "C", "C", "C", "C", "C", "C", "C", "C", "H", "H", "H", "H", "H", "H", "H"],
  "coordinates": [[-2.64, 0.66, -2.77], [-4.32, -4.47, 3.05], [-3.58, -3.46, 2.60], [-2.85, -2.70, 3.51], [-2.11, -1.64, 3.03], [-2.08, -1.36, 1.67], [-2.78, -2.16, 0.77], [-3.54, -3.21, 1.24], [-1.13, 0.40, 0.98], [-2.80, 1.63, 0.49], [-2.74, 3.00, 0.73], [-3.87, 3.78, 0.58], [-5.05, 3.18, 0.16], [-6.14, 3.93, 0.01], [-5.12, 1.82, -0.11], [-3.99, 1.05, 0.07], [-0.21, 1.41, 2.65], [1.16, 1.57, 2.81], [1.62, 2.17, 3.98], [0.71, 2.58, 4.94], [1.15, 3.13, 6.06], [-0.66, 2.43, 4.77], [-1.12, 1.84, 3.61], [-2.88, -2.94, 4.56], [-1.53, -1.04, 3.72], [-2.70, -1.97, -0.30], [-4.10, -3.84, 0.57], [-1.82, 3.45, 1.06], [-3.86, 4.84, 0.80], [-6.06, 1.39, -0.41], [-4.06, -0.03, -0.04], [1.86, 1.25, 2.06], [2.68, 2.31, 4.15], [-1.35, 2.77, 5.53], [-2.19, 1.71, 3.46], [7.35, -2.72, -5.66], [6.42, -2.47, -4.53], [6.20, -3.12, -3.57], [5.55, -0.85, -4.84], [4.13, -0.75, -3.83], [3.37, 0.42, -3.98], [2.21, 0.60, -3.28], [1.77, -0.40, -2.38], [2.53, -1.57, -2.24], [3.70, -1.75, -2.95], [0.68, -0.19, -1.55], [-0.36, -0.07, -0.90], [7.86, -3.67, -5.50], [8.08, -1.92, -5.75], [6.78, -2.76, -6.59], [3.72, 1.19, -4.66], [1.63, 1.51, -3.39], [2.19, -2.34, -1.56], [4.29, -2.64, -2.80]],
  "lowdin_charge": [1.00, 0.12, -0.25, 0.03, -0.10, -0.33, -0.13, 0.03, 1.72, -0.39, -0.10, 0.04, -0.25, 0.12, 0.01, -0.22, -0.33, -0.09, 0.03, -0.25, 0.12, 0.03, -0.13, 0.14, 0.10, 0.09, 0.13, 0.11, 0.14, 0.14, 0.08, 0.11, 0.14, 0.14, 0.11, -0.06, -0.67, 0.07, 1.07, -0.49, -0.09, -0.01, -0.25, 0.01, -0.04, -0.12, -0.30, 0.10, 0.10, 0.09, 0.11, 0.12, 0.13, 0.10]
}


[2]
{
  "formula": "C22H35Br9O11S",
  "method": "wB97M-V/def2-TZVPD",
  "homo_ha": -0.3380,
  "spin_multiplicity": 1,
  "elements": ["O", "C", "O", "C", "C", "C", "H", "H", "H", "H", "H", "H", "O", "C", "O", "C", "C", "C", "H", "H", "H", "H", "H", "H", "O", "C", "O", "C", "C", "C", "H", "H", "H", "H", "H", "H", "O", "C", "O", "C", "C", "C", "H", "H", "H", "H", "H", "H", "O", "S", "O", "O", "C", "C", "C", "H", "H", "H", "H", "H", "H", "H", "H", "C", "Br", "Br", "Br", "H", "C", "Br", "Br", "Br", "H", "C", "Br", "Br", "Br", "H"],
  "coordinates": [[-5.90, 0.23, -1.94], [-4.89, -0.30, -1.59], [-4.06, 0.30, -0.66], [-2.93, -0.51, -0.32], [-3.25, -1.85, -0.93], [-4.22, -1.62, -2.08], [-2.93, -0.60, 0.76], [-1.98, -0.14, -0.71], [-3.53, -2.58, -0.17], [-2.45, -2.42, -1.41], [-5.06, -2.31, -2.18], [-3.86, -1.67, -3.11], [-3.77, 4.34, 2.39], [-2.98, 4.01, 3.21], [-3.32, 3.40, 4.33], [-2.17, 3.07, 5.23], [-1.03, 3.88, 4.65], [-1.50, 4.45, 3.28], [-2.04, 1.99, 5.23], [-2.22, 3.53, 6.22], [-0.09, 3.35, 4.54], [-0.95, 4.72, 5.34], [-1.07, 3.94, 2.42], [-1.33, 5.53, 3.24], [-1.35, -1.37, -1.62], [-0.92, -1.34, -2.73], [0.28, -1.91, -3.18], [0.24, -2.06, -4.62], [-1.18, -1.48, -4.99], [-1.56, -0.49, -3.86], [0.57, -3.02, -5.01], [0.95, -1.39, -5.12], [-1.88, -2.26, -5.31], [-0.88, -0.93, -5.87], [-2.63, -0.36, -3.68], [-0.99, 0.40, -4.11], [2.59, -3.08, 0.54], [3.34, -2.58, -0.30], [4.23, -3.37, -0.92], [4.86, -2.70, -2.02], [4.46, -1.29, -2.03], [3.29, -1.18, -0.99], [4.54, -3.21, -2.93], [5.94, -2.80, -1.91], [4.09, -1.05, -3.03], [5.28, -0.60, -1.84], [2.29, -1.05, -1.40], [3.45, -0.31, -0.34], [2.42, 1.51, 1.83], [1.52, 1.85, 0.73], [1.88, 2.91, -0.18], [1.35, 0.44, -0.23], [1.14, -0.88, 0.38], [-0.30, -1.24, 0.36], [-0.21, 2.18, 1.24], [1.48, -0.87, 1.42], [1.82, -1.57, -0.12], [-0.70, -1.35, -0.65], [-0.95, -0.43, 0.68], [-0.43, -2.17, 0.91], [-0.86, 2.24, 0.36], [-0.35, 3.14, 1.73], [-0.43, 1.37, 1.93], [2.05, 1.46, -2.48], [3.56, 2.21, -3.51], [1.60, -0.34, -3.20], [0.51, 2.67, -2.54], [2.32, 1.33, -1.43], [-1.10, -3.16, 2.86], [-1.69, -4.69, 4.02], [0.14, -1.95, 3.86], [-2.67, -2.07, 2.24], [-0.61, -3.50, 1.95], [3.34, 1.60, 3.80], [4.52, 0.26, 2.91], [4.34, 2.43, 5.27], [1.65, 0.90, 4.34], [3.19, 2.39, 3.06]],
  "lowdin_charge": [0.13, -0.42, 0.04, -0.23, -0.19, -0.03, -0.02, 0.11, 0.08, 0.12, 0.13, 0.10, 0.13, -0.52, 0.04, -0.09, -0.16, -0.05, 0.12, 0.12, 0.07, 0.11, 0.05, 0.13, -0.06, -0.37, -0.33, -0.22, -0.12, -0.03, 0.13, 0.05, 0.12, 0.11, 0.11, 0.09, 0.08, -0.39, 0.05, -0.17, -0.16, -0.14, 0.13, 0.13, 0.06, 0.12, -0.02, 0.12, -0.60, 0.72, -0.39, -0.39, -0.24, -0.09, -0.07, 0.09, 0.04, -0.08, 0.05, 0.03, 0.08, 0.02, 0.06, -1.34, 0.57, 1.11, 0.69, -0.06, -1.37, 0.53, 0.55, 0.77, -0.02, -1.51, 0.63, 0.56, 0.64, -0.02]
}


[3]
{
  "formula": "C22H27F3N2O3",
  "method": "wB97M-V/def2-TZVPD",
  "homo_ha": -0.2872,
  "smiles": "Cc1[nH]c2c(C)cccc2c1CCNC(=O)[C@H]1CCCC[C@@H]1C(=O)OCC(F)(F)F",
  "spin_multiplicity": 1,
  "elements": ["C", "C", "N", "C", "C", "C", "C", "C", "C", "C", "C", "C", "C", "N", "C", "O", "C", "C", "C", "C", "C", "C", "C", "O", "O", "C", "C", "F", "F", "F", "H", "H", "H", "H", "H", "H", "H", "H", "H", "H", "H", "H", "H", "H", "H", "H", "H", "H", "H", "H", "H", "H", "H", "H", "H", "H", "H"],
  "coordinates": [[-3.43, 1.44, -2.35], [-1.95, 1.34, -2.19], [-1.22, 2.43, -1.80], [0.10, 2.09, -1.69], [1.20, 2.85, -1.30], [1.04, 4.28, -0.91], [2.42, 2.20, -1.29], [2.55, 0.86, -1.68], [1.46, 0.11, -2.06], [0.20, 0.72, -2.05], [-1.12, 0.27, -2.36], [-1.49, -1.14, -2.68], [-1.81, -1.91, -1.39], [-0.69, -1.88, -0.49], [-0.02, -2.99, -0.11], [-0.37, -4.11, -0.42], [1.24, -2.78, 0.74], [2.44, -3.29, -0.07], [3.71, -3.26, 0.77], [3.98, -1.84, 1.27], [2.79, -1.34, 2.08], [1.51, -1.35, 1.23], [0.39, -0.86, 2.10], [-0.17, -1.47, 2.96], [0.12, 0.45, 1.83], [-0.85, 1.07, 2.64], [-1.98, 1.62, 1.78], [-2.43, 0.73, 0.90], [-3.02, 2.00, 2.53], [-1.61, 2.70, 1.08], [-3.93, 1.36, -1.39], [-3.79, 0.64, -2.99], [-3.70, 2.40, -2.80], [-1.61, 3.33, -1.58], [0.31, 4.38, -0.10], [1.98, 4.70, -0.57], [0.68, 4.87, -1.76], [3.30, 2.75, -1.00], [3.54, 0.42, -1.67], [1.57, -0.92, -2.35], [-0.67, -1.64, -3.20], [-2.37, -1.17, -3.33], [-2.68, -1.46, -0.90], [-2.02, -2.96, -1.61], [-0.33, -0.96, -0.30], [1.11, -3.43, 1.62], [2.57, -2.66, -0.95], [2.23, -4.30, -0.41], [4.56, -3.60, 0.17], [3.61, -3.93, 1.62], [4.87, -1.83, 1.89], [4.14, -1.18, 0.42], [2.98, -0.32, 2.43], [2.64, -1.97, 2.96], [1.65, -0.66, 0.39], [-1.27, 0.34, 3.34], [-0.40, 1.90, 3.19]],
  "lowdin_charge": [-0.01, -0.26, 0.14, -0.17, -0.22, -0.04, -0.05, -0.10, -0.05, -0.13, -0.15, -0.11, -0.14, 0.10, -0.45, 0.07, -0.17, -0.14, -0.19, -0.19, -0.13, -0.19, -0.44, 0.15, 0.03, -0.04, -0.60, 0.16, 0.15, 0.14, 0.08, 0.08, 0.08, 0.16, 0.07, 0.08, 0.08, 0.11, 0.10, 0.11, 0.12, 0.11, 0.12, 0.12, 0.10, 0.16, 0.12, 0.12, 0.11, 0.12, 0.11, 0.11, 0.13, 0.13, 0.13, 0.14, 0.15]
}


[4]
{
  "formula": "C3H9N2S",
  "method": "wB97M-V/def2-TZVPD",
  "homo_ha": -0.4966,
  "charge": 1,
  "spin_multiplicity": 1,
  "elements": ["C", "C", "C", "N", "N", "S", "H", "H", "H", "H", "H", "H", "H", "H", "H"],
  "coordinates": [[-0.78, 1.04, 0.13], [-2.37, 1.03, -0.01], [-0.72, -0.71, 0.13], [0.21, -1.52, -0.03], [2.52, -0.54, -0.16], [-2.45, -0.78, -0.15], [-0.25, 1.58, -0.67], [-0.34, 1.34, 1.13], [-2.74, 1.45, 0.94], [-2.67, 1.46, -0.94], [1.33, -0.90, -0.29], [-0.12, -2.45, -0.03], [3.25, -1.22, -0.31], [2.44, -0.18, 0.86], [2.71, 0.41, -0.61]],
  "lowdin_charge": [-0.14, -0.41, -0.57, 0.07, 0.13, 0.99, 0.09, 0.11, 0.09, 0.07, 0.05, 0.11, 0.11, 0.15, 0.14]
}


Relative energy (zero: lowest compared OMol25 entry of this formula, charge and spin) list, top to bottom, in kJ/mol: 39.1 1456.7 0.0 166.3
Energy list, top to bottom, in Eh: -2263.483536 -25250.681520 -1489.468805 -627.106727
Frontier orbital gap list, top to bottom, in eV: 6.37 8.71 8.42 10.27